[1]
# C48H37N5OTi

A structure of composition C48H37N5OTi in a non-equilibrium geometry (ωB97M-V/def2-TZVPD, the OMol25 dataset).

The geometry in XYZ format:
```
92
Properties=species:S:1:pos:R:3:forces:R:3:mulliken_charge:R:1
Ti 0.1517 0.0339 0.3262 0.07 0.00 0.05 0.23
C 2.7185 -6.3243 -3.3993 0.00 0.00 0.05 -0.41
C 2.3404 -6.4260 -2.0661 -0.04 0.08 0.00 -0.82
C 1.8614 -5.3109 -1.3913 0.06 -0.01 -0.07 0.01
C 1.7541 -4.0791 -2.0373 0.05 0.00 0.27 -1.24
C 2.1364 -3.9894 -3.3712 0.07 -0.03 -0.03 0.37
C 2.6181 -5.1034 -4.0492 -0.05 0.06 0.01 -0.92
C 1.2359 -2.8863 -1.2951 1.05 0.03 0.56 1.43
C 2.1134 -2.2954 -0.2943 -0.76 -0.64 -1.17 -0.20
C 3.3996 -2.7167 -0.0058 0.64 -0.09 0.17 -1.18
C 3.8859 -1.8708 0.9928 0.32 -0.46 -0.22 -1.32
C 2.8725 -0.9717 1.2867 0.29 0.90 0.98 0.08
N 1.7956 -1.2159 0.4788 -1.33 0.59 0.38 0.81
C 2.9351 0.0264 2.3436 0.03 -0.29 -0.29 1.38
C 1.9296 0.8776 2.6850 0.61 -0.23 0.17 0.28
C 1.9507 1.7921 3.8320 0.33 -0.20 -0.10 -1.41
C 0.7967 2.4502 3.8454 -0.30 0.19 -0.03 -1.53
C 0.0023 1.9801 2.7077 -0.23 0.20 0.12 0.23
C -1.2378 2.4192 2.3862 -0.53 -0.11 -0.46 1.51
C -1.8134 3.5232 3.2168 -0.14 -0.14 -0.09 -1.07
C -2.8396 3.2604 4.1247 0.01 0.07 -0.02 0.10
C -3.3704 4.2773 4.9062 0.05 0.01 -0.04 -0.83
C -2.8827 5.5741 4.7870 -0.04 -0.07 0.02 -0.37
C -1.8632 5.8445 3.8868 0.04 -0.04 -0.04 -0.83
C -1.3319 4.8243 3.1057 -0.05 0.01 0.03 0.02
C -2.0804 1.8770 1.3229 0.90 0.57 1.02 0.08
N -1.7585 0.8232 0.5046 1.27 -0.74 0.41 0.51
C -2.8424 0.5860 -0.2848 -0.22 -1.08 -1.33 0.17
C -2.9023 -0.4364 -1.3318 -0.44 0.94 0.66 1.22
C -4.1767 -0.5431 -2.1091 -0.01 0.10 0.18 -1.16
C -5.3354 -1.0280 -1.5021 0.01 0.04 -0.04 0.00
C -6.5211 -1.1278 -2.2162 0.04 0.02 -0.03 -0.85
C -6.5680 -0.7417 -3.5508 0.00 -0.02 0.05 -0.42
C -5.4222 -0.2593 -4.1655 0.07 0.00 0.03 -0.85
C -4.2360 -0.1615 -3.4472 -0.07 0.00 0.03 0.08
C -1.9073 -1.2962 -1.6248 0.06 -0.28 -0.19 0.61
C -2.0244 -2.3890 -2.5968 -0.13 0.12 0.08 -1.58
C -0.8881 -3.0827 -2.5664 0.12 -0.04 0.03 -1.61
C -0.0013 -2.4472 -1.5913 -0.37 0.05 -0.09 0.49
N -0.6449 -1.3379 -1.0284 0.50 0.59 0.09 0.86
C -3.8427 1.4918 0.0062 -0.43 0.60 0.26 -1.07
C -3.3526 2.3191 1.0259 -0.77 0.09 -0.34 -1.31
N 0.7206 1.0069 2.0243 -0.31 -0.33 -0.98 0.46
C 4.1939 0.0883 3.1555 -0.08 -0.11 -0.13 -1.00
C 4.4938 -0.9108 4.0806 0.06 0.02 -0.02 0.11
C 5.6551 -0.8470 4.8396 -0.04 0.04 -0.05 -0.82
C 6.5332 0.2187 4.6817 -0.02 -0.05 0.01 -0.35
C 6.2434 1.2180 3.7643 -0.08 0.01 -0.04 -0.85
C 5.0796 1.1528 3.0057 0.05 -0.06 0.04 0.11
H 3.0915 -7.1926 -3.9274 0.00 0.01 0.01 0.38
H 2.4147 -7.3759 -1.5516 0.00 0.01 0.00 0.38
H 1.5648 -5.3863 -0.3521 0.01 0.00 0.00 0.44
H 2.0600 -3.0354 -3.8810 0.01 -0.01 0.01 0.36
H 2.9161 -5.0155 -5.0867 -0.01 0.00 0.01 0.41
H 3.9045 -3.5437 -0.4815 0.02 0.06 0.05 0.55
H 4.8525 -1.8944 1.4710 -0.03 -0.05 -0.05 0.54
H 2.7662 1.8862 4.5328 -0.02 -0.07 -0.06 0.45
H 0.4751 3.1928 4.5600 -0.05 -0.06 -0.07 0.44
H -3.2154 2.2479 4.2155 0.00 0.02 -0.01 0.45
H -4.1632 4.0568 5.6105 0.02 0.01 -0.01 0.38
H -3.2963 6.3687 5.3953 0.01 -0.01 -0.01 0.38
H -1.4793 6.8527 3.7900 0.00 -0.02 0.00 0.38
H -0.5329 5.0319 2.4035 -0.01 0.00 0.00 0.44
H -5.2964 -1.3288 -0.4621 -0.01 0.01 -0.01 0.49
H -7.4106 -1.5107 -1.7313 0.02 0.01 -0.01 0.40
H -7.4931 -0.8191 -4.1080 0.01 0.00 0.01 0.38
H -5.4509 0.0426 -5.2055 0.01 -0.01 0.02 0.41
H -3.3385 0.2100 -3.9288 -0.01 0.00 0.00 0.34
H -2.9076 -2.6067 -3.1775 0.02 0.06 0.05 0.49
H -0.6529 -3.9767 -3.1236 0.04 0.05 0.05 0.51
H -4.8071 1.5330 -0.4760 0.03 0.05 0.04 0.59
H -3.8533 3.1414 1.5123 -0.03 -0.05 -0.05 0.57
H 3.8056 -1.7393 4.2021 0.02 0.01 0.00 0.45
H 5.8729 -1.6286 5.5570 0.00 0.02 -0.01 0.38
H 7.4391 0.2692 5.2734 -0.02 0.00 -0.02 0.38
H 6.9242 2.0508 3.6367 -0.02 -0.01 0.00 0.38
H 4.8487 1.9321 2.2890 0.01 -0.01 0.00 0.45
C -1.1359 2.6523 -2.2462 0.01 -0.03 -0.07 -0.97
N -0.2288 1.6684 -2.8458 -0.55 0.40 -0.17 0.33
C -0.5059 1.2501 -4.2156 -0.03 0.04 -0.06 -1.17
C 0.7535 1.1381 -2.1628 0.33 -0.25 0.28 1.31
C 1.6840 0.1997 -2.8615 0.14 -0.04 0.11 -1.34
O 0.9399 1.4345 -0.9345 -0.20 -0.36 0.00 -0.78
H -1.0909 3.5776 -2.8212 0.02 -0.01 -0.03 0.46
H -0.8389 2.8435 -1.2225 0.01 0.01 0.05 0.29
H -2.1552 2.2700 -2.2498 -0.02 -0.04 -0.01 0.27
H -1.3709 1.8033 -4.5700 -0.02 0.01 0.01 0.42
H -0.7330 0.1837 -4.2571 0.00 0.00 0.02 0.34
H 0.3324 1.4653 -4.8777 0.01 0.00 0.01 0.37
H 2.1361 0.6764 -3.7324 0.00 0.01 0.02 0.56
H 1.1444 -0.6870 -3.1959 -0.01 -0.04 0.00 0.27
H 2.4567 -0.1053 -2.1612 0.03 -0.03 -0.01 0.30
```
Forces are in eV/Å.

Values from the calculation:
- E: -82993.3590 eV
- Gap between HOMO and LUMO (spin up / spin down): 0.1984 / 0.1993 Eh
- F_max: 1.73 eV/A
- Spin multiplicity: 1
- E_HOMO (spin up / spin down): -5.83 / -5.82 eV

---

[2]
# C48H38AsN6O2PS3SeW

A structure of composition C48H38AsN6O2PS3SeW (ωB97M-V/def2-TZVPD, the OMol25 dataset).

The geometry in XYZ format:
```
101
Properties=species:S:1:pos:R:3:forces:R:3:mulliken_charge:R:1
W 0.1125 0.2154 -0.4150 0.76 0.05 -0.24 1.01
O -2.5981 0.7039 -2.4341 -0.27 -0.27 0.16 -0.49
C -2.4495 0.0036 -1.4842 -0.40 -0.03 0.07 -0.29
O -1.7502 0.4708 -0.3710 0.09 0.08 -0.11 -0.41
C -3.0296 -1.3487 -1.2834 0.13 -0.12 -0.02 0.68
C -4.3802 -1.5074 -1.5701 0.00 0.04 -0.07 -0.48
C -4.9856 -2.7369 -1.3703 0.00 -0.05 0.01 -0.84
C -4.2397 -3.8122 -0.9068 -0.01 0.02 -0.01 -0.76
C -2.8861 -3.6612 -0.6479 0.05 0.02 0.01 -0.07
C -2.2641 -2.4286 -0.8325 -0.08 0.03 0.09 -0.79
P -0.4637 -2.2858 -0.6012 0.13 0.19 -0.05 2.56
C -0.1628 -3.3216 0.8643 -0.03 -0.04 -0.02 0.37
C 0.7244 -4.3940 0.8771 -0.01 0.08 0.05 -0.74
C 0.8748 -5.1539 2.0324 0.03 -0.02 -0.02 -0.72
C 0.1233 -4.8686 3.1603 -0.02 0.00 0.03 -0.89
C -0.7860 -3.8165 3.1411 -0.01 0.04 -0.01 -0.54
C -0.9183 -3.0387 2.0038 0.04 -0.08 -0.04 -0.51
C 0.2801 -3.1796 -1.9909 -0.15 -0.07 0.02 0.41
C 1.6699 -3.3046 -2.0602 -0.04 0.02 -0.05 -0.24
C 2.2554 -3.9959 -3.1060 0.06 0.02 0.01 -0.76
C 1.4621 -4.5542 -4.1005 -0.04 -0.03 -0.02 -0.81
C 0.0831 -4.4287 -4.0426 0.01 -0.01 0.04 -0.67
C -0.5101 -3.7485 -2.9871 0.04 -0.04 0.02 -0.88
H -4.9494 -0.6654 -1.9413 0.01 0.00 0.00 0.57
H -6.0396 -2.8569 -1.5798 0.00 0.00 0.00 0.47
H -4.7101 -4.7743 -0.7553 0.00 0.00 0.00 0.48
H -2.3045 -4.5093 -0.3074 -0.01 -0.01 0.00 0.57
H 1.2836 -4.6538 -0.0107 0.01 -0.04 0.00 0.46
H 1.5641 -5.9877 2.0380 0.00 0.00 0.00 0.48
H 0.2253 -5.4779 4.0483 0.01 0.00 0.00 0.45
H -1.4066 -3.6225 4.0063 0.00 0.00 0.00 0.64
H -1.6527 -2.2430 1.9670 -0.01 -0.01 0.03 0.33
H 2.2984 -2.8556 -1.2997 0.02 -0.03 -0.01 0.47
H 3.3318 -4.0938 -3.1528 0.00 0.00 0.01 0.48
H 1.9222 -5.0893 -4.9203 0.00 0.00 0.00 0.43
H -0.5369 -4.8607 -4.8164 0.00 0.00 0.00 0.48
H -1.5873 -3.6571 -2.9528 0.01 0.00 -0.03 0.37
Se 6.3220 4.7798 0.7299 0.19 0.13 0.03 0.35
N 5.9990 3.0825 1.0902 -0.04 -0.25 0.06 -0.86
C 4.7641 2.8381 0.7321 -0.04 0.23 -0.07 0.71
C 4.1275 1.5368 0.8667 -0.07 0.00 -0.03 0.91
C 4.7778 0.4175 1.3874 -0.01 0.01 -0.02 -0.85
C 4.0997 -0.7818 1.4515 0.08 0.03 0.03 -1.48
C 2.7916 -0.8397 0.9992 -0.19 -0.13 -0.07 -0.47
N 2.1495 0.2219 0.5079 0.24 0.11 -0.21 0.40
C 2.8083 1.4077 0.4294 0.06 -0.27 0.13 0.15
C 2.0746 2.5326 -0.1229 -0.07 0.20 -0.06 -0.80
N 0.7936 2.3015 -0.4902 0.04 0.06 0.09 0.77
C 0.0706 3.3072 -0.9718 -0.16 -0.08 -0.07 -0.35
C 0.5820 4.5877 -1.1309 0.05 0.06 0.00 -0.96
C 1.8898 4.8332 -0.7784 0.03 -0.01 0.01 -0.92
C 2.6588 3.7900 -0.2534 -0.10 -0.06 0.01 1.03
C 4.0396 3.9503 0.1746 0.21 -0.11 0.09 0.76
N 4.7025 5.0757 0.0935 -0.24 0.05 -0.10 -0.86
H 5.8032 0.5098 1.7211 0.00 0.01 0.00 0.59
H 4.5710 -1.6720 1.8428 -0.02 -0.01 -0.01 0.61
H 2.2218 -1.7617 1.0300 0.03 -0.01 0.03 0.40
H -0.9451 3.0659 -1.2487 -0.04 0.05 -0.08 0.43
H -0.0450 5.3637 -1.5462 -0.02 -0.02 0.01 0.56
H 2.3362 5.8120 -0.8952 0.00 0.00 0.00 0.59
C -1.9391 0.3899 2.9488 0.04 0.05 -0.06 -1.29
As -0.1575 0.6216 2.2141 -0.29 -0.10 0.03 1.10
C 0.1198 2.5068 2.5841 0.00 -0.01 0.00 -1.50
C 1.0383 -0.2360 3.5180 -0.05 0.02 -0.02 -0.74
C 0.5935 0.0402 4.9248 -0.02 0.01 0.03 -0.39
C -0.2771 -0.8318 5.5736 0.02 0.02 -0.01 -0.01
C -0.7162 -0.5638 6.8608 0.01 0.01 0.01 -0.72
C -0.2869 0.5817 7.5173 -0.01 -0.02 -0.01 -0.50
C 0.5919 1.4489 6.8850 0.02 0.01 0.00 -0.83
C 1.0305 1.1789 5.5968 0.01 -0.02 -0.01 -0.25
H -2.0066 0.9523 3.8787 0.04 0.02 -0.02 0.50
H -2.1419 -0.6549 3.1647 0.00 0.00 -0.03 0.32
H -2.6632 0.7684 2.2295 0.00 -0.02 0.00 0.47
H -0.0594 2.6917 3.6417 -0.02 -0.05 0.00 0.66
H -0.5819 3.0947 1.9939 0.01 0.00 -0.02 0.41
H 1.1388 2.7996 2.3377 0.00 0.03 0.01 0.22
H 2.0315 0.1750 3.3357 0.02 -0.02 -0.01 0.61
H 1.0492 -1.3044 3.2984 0.00 0.00 -0.01 0.51
H -0.5967 -1.7359 5.0701 -0.01 -0.01 0.00 0.40
H -1.3864 -1.2534 7.3566 0.00 0.00 0.00 0.44
H -0.6245 0.7893 8.5234 0.00 0.00 0.00 0.42
H 0.9468 2.3316 7.4002 0.00 0.00 0.00 0.41
H 1.7373 1.8484 5.1186 0.00 0.01 0.01 0.49
S -2.2497 0.2428 -6.4479 0.14 0.10 0.16 -0.22
C -1.2097 0.4508 -5.2107 -0.22 -0.25 -0.15 0.16
S -0.1826 -0.8119 -4.5635 0.08 0.14 0.10 0.02
C 0.4064 0.2980 -3.3569 -0.25 -0.31 0.01 0.01
N -0.1037 1.4884 -3.4307 -0.10 0.13 -0.18 -0.13
N -0.9790 1.5785 -4.4532 0.22 -0.01 0.10 0.38
C -1.6467 2.8278 -4.6788 -0.11 0.26 0.03 -0.14
C -2.4679 3.3393 -3.6882 -0.08 -0.01 0.11 0.48
C -3.1031 4.5556 -3.8868 0.00 0.03 -0.08 -0.96
C -2.9212 5.2446 -5.0775 0.01 -0.02 -0.03 -0.52
C -2.1128 4.7103 -6.0722 -0.01 0.03 0.01 -0.68
C -1.4733 3.4964 -5.8789 0.15 -0.04 -0.01 -0.42
S 1.6728 -0.0798 -2.2170 0.13 0.06 0.42 -0.35
H -2.6487 2.7473 -2.8036 0.04 0.22 -0.03 0.33
H -3.7648 4.9523 -3.1276 0.03 -0.01 0.01 0.44
H -3.4232 6.1889 -5.2386 0.00 0.01 -0.01 0.44
H -1.9789 5.2389 -7.0059 -0.01 0.00 0.00 0.41
H -0.8468 3.0734 -6.6520 0.01 -0.01 -0.01 0.49
```
Forces are in eV/Å.

Values from the calculation:
- E: -233222.7088 eV
- Gap between HOMO and LUMO (spin up / spin down): 0.2173 / 0.2126 Eh
- F_max: 0.80 eV/A
- Charge: +2
- Spin multiplicity: 1
- E_HOMO (spin up / spin down): -12.22 / -12.23 eV